# 1
ORCA calculation (ωB97M-V with the def2-TZVPD basis set) on a single C5H11NO3 molecule.

The orbital gap is 10.23 eV. As for the SMILES: CC(=O)O[C@H](C)[C@H](N)O.

CARTESIAN COORDINATES (ANGSTROEM)
O: 1.83 0.15 -1.27
O: -0.10 0.30 0.81
H: -0.78 0.37 -1.14
C: -1.07 1.60 1.36
H: 0.05 2.80 0.07
C: -1.46 -1.44 -0.21
C: -0.41 -0.37 -0.42
H: 0.69 -1.47 -1.91
H: 0.69 1.46 0.95
H: 1.61 -1.39 0.85
H: -2.37 -1.00 0.21
N: 1.50 -1.84 -0.05
O: -2.08 1.37 1.91
H: -0.07 3.43 1.76
H: 2.41 -2.15 -0.38
C: 0.91 -0.93 -0.98
H: 1.48 0.68 -1.99
C: -0.03 2.54 1.13
H: -1.09 -2.21 0.47
H: -1.72 -1.91 -1.16


# 2
ORCA calculation (ωB97M-V with the def2-TZVPD basis set) on a single C5H11NO3S molecule.

The orbital gap is 11.08 eV. As for the SMILES: NS(=O)(=O)OC1CCCC1.

CARTESIAN COORDINATES (ANGSTROEM)
C: 0.15 -0.22 -0.26
H: 2.95 -1.08 -1.17
H: 0.60 1.34 1.29
H: 0.18 1.91 -0.50
O: -3.26 -0.66 -1.31
C: 1.06 -1.25 0.16
C: 0.73 1.12 0.21
O: -1.21 -0.72 0.14
S: -2.58 0.05 -0.22
H: 0.32 -0.11 -1.41
N: -3.51 -0.26 1.09
O: -2.29 1.42 -0.40
H: 3.00 1.44 0.41
H: -4.48 -0.59 0.52
H: 0.85 -2.21 -0.24
H: 3.25 -0.93 0.43
C: 2.14 0.95 -0.18
C: 2.44 -0.70 -0.21
H: -3.75 0.55 1.70
H: 2.28 1.36 -1.24
H: 1.14 -1.39 1.20


# 3
ORCA calculation (ωB97M-V with the def2-TZVPD basis set) on a 2-piece molecular cluster, C5H11NO6 overall.

The orbital gap (alpha / beta) is 9.37 / 5.98 eV.

CARTESIAN COORDINATES (ANGSTROEM)
O: -2.64 1.63 -0.14
C: -3.52 1.56 -2.23
C: -5.40 3.03 -3.22
C: -4.99 3.06 -0.76
H: -5.62 3.96 -0.77
H: -4.17 0.72 -1.95
O: -0.57 0.90 1.35
H: -6.11 2.20 -3.13
H: -4.23 3.13 0.02
O: 0.27 -1.05 1.89
O: -2.31 1.51 -1.40
C: -4.33 2.90 -2.12
O: 1.61 0.65 1.55
H: -3.75 4.76 -2.31
H: -4.95 2.98 -4.23
H: -2.37 0.47 -3.65
O: -3.30 3.90 -2.29
C: -2.91 1.41 -3.59
H: -2.22 2.25 -3.75
N: 0.44 0.17 1.60
H: -5.63 2.20 -0.57
H: -5.96 3.97 -3.10
H: -3.66 1.42 -4.39


# 4
ORCA calculation (ωB97M-V with the def2-TZVPD basis set) on a single C5H11NOS molecule.

The orbital gap is 9.16 eV.

CARTESIAN COORDINATES (ANGSTROEM)
H: -2.35 0.53 -1.23
C: 0.43 0.58 -2.28
H: 0.60 1.66 -2.43
S: 0.86 -2.08 1.51
C: 1.30 -0.40 0.77
C: -0.27 0.62 -1.01
N: 0.22 -1.42 2.94
H: -0.80 -1.58 3.36
C: -1.60 1.31 -1.12
H: 1.99 -0.38 -0.14
H: 0.99 -1.33 3.66
H: -0.27 0.06 -3.04
O: -0.20 -2.51 0.72
H: 1.89 0.19 1.59
H: 1.42 0.18 -2.31
H: -1.91 1.73 -0.21
C: 0.08 0.35 0.22
H: -1.77 1.87 -1.98
H: -0.61 0.62 1.00


# 5
ORCA calculation (ωB97M-V with the def2-TZVPD basis set) on a single C5H11NOS molecule.

The orbital gap is 9.62 eV. As for the SMILES: COCS[C@@H]1C[C@@H]1N.

CARTESIAN COORDINATES (ANGSTROEM)
H: -1.24 1.36 -1.55
H: 3.80 0.12 -0.10
C: -2.61 0.00 0.17
C: 1.39 -0.91 0.17
N: -0.98 1.77 -0.65
O: 1.73 0.41 -0.21
H: -3.48 -0.05 0.82
C: -1.56 1.02 0.43
C: -1.28 -0.45 0.67
H: 3.03 0.75 1.39
C: 2.99 0.79 0.29
H: 0.02 1.71 -0.62
H: -1.67 1.60 1.35
H: -2.86 -0.21 -0.89
H: 1.40 -1.04 1.25
H: 3.20 1.80 -0.06
S: -0.23 -1.37 -0.44
H: 2.13 -1.61 -0.28
H: -1.22 -0.81 1.71


# 6
ORCA calculation (ωB97M-V with the def2-TZVPD basis set) on C5H11NOS3 as an isolated structure.

The orbital gap is 8.96 eV.

CARTESIAN COORDINATES (ANGSTROEM)
C: 2.98 -1.01 0.38
H: -4.06 -1.94 1.63
N: 1.84 -1.31 0.62
H: 1.87 2.41 1.00
H: 0.80 3.23 2.48
S: 0.89 1.27 -1.48
C: 0.59 0.01 -2.76
H: -2.22 -1.47 1.66
H: 0.00 -0.82 -2.25
S: -3.23 -0.92 -0.36
H: -2.86 -3.04 0.96
H: 0.29 0.62 -3.63
H: 1.53 -0.30 -3.05
O: 4.06 -0.61 0.27
H: 0.44 3.70 0.81
H: 1.27 -2.01 0.23
C: 0.85 2.83 1.35
C: 0.11 0.46 -0.24
S: -0.02 1.25 1.19
H: -2.03 -0.34 -0.10
C: -3.09 -2.01 1.29


# 7
ORCA calculation (ωB97M-V with the def2-TZVPD basis set) on a single C5H11NS molecule.

The orbital gap is 9.86 eV. As for the SMILES: CC[C@]1(CS)CN1.

CARTESIAN COORDINATES (ANGSTROEM)
H: 1.03 -1.38 1.51
C: -0.26 0.30 -0.21
H: -2.02 1.18 -1.03
H: -0.12 -1.66 -0.42
H: 1.57 1.57 -0.33
N: -0.14 1.23 1.05
C: 1.68 -1.22 0.48
H: -3.03 0.07 1.53
H: 2.64 -0.51 0.71
C: 0.66 -0.89 -0.53
H: 2.17 -2.13 0.27
C: -1.69 0.23 -0.68
C: 0.48 1.65 -0.25
S: -2.97 -0.45 0.30
H: 1.02 -0.83 -1.66
H: 0.65 0.83 1.61
H: 0.03 2.39 -0.73
H: -1.70 -0.39 -1.61


# 8
ORCA calculation (ωB97M-V with the def2-TZVPD basis set) on a single C5H11NS2 molecule.

The orbital gap is 8.46 eV. As for the SMILES: CC(C)N(C)C(=S)S.

CARTESIAN COORDINATES (ANGSTROEM)
H: 0.86 2.33 0.39
H: -1.33 -0.02 -1.59
H: -1.15 -0.05 2.06
C: -0.55 -0.73 0.05
C: -1.54 -0.58 1.18
C: -1.05 -0.97 -1.39
H: -0.95 1.86 0.61
H: -1.79 -1.57 1.42
H: -0.17 -1.25 -1.93
H: -0.16 2.21 -0.98
N: 0.43 0.39 0.00
H: -2.50 -0.11 0.93
C: 0.01 1.74 -0.02
S: 3.11 1.26 -0.04
H: 0.10 -1.63 0.27
C: 1.99 0.02 0.21
H: 4.15 0.38 -0.41
H: -1.79 -1.73 -1.26
S: 2.35 -1.55 0.51


In the order shown, the computed max |F| values come out to 2.32, 4.95, 3.19, 5.55, 1.35, 4.51, 5.33, 6.01 eV/A.